Entry 1:
ORCA calculation (ωB97M-V/def2-TZVPD) on a gas-phase ion, C6H13N3S (charge +2) in a non-equilibrium geometry.

Geometry as XYZ:
```
23
Properties=species:S:1:pos:R:3:lowdin_charge:R:1
H 2.03434 -1.89524 1.83094 0.189
N 0.32897 0.40032 -0.37516 -0.195
N -0.09562 -1.92040 -0.58903 0.149
H -1.33542 1.93534 0.99251 0.108
N 1.37163 -1.45477 1.10146 -0.148
H 0.10747 2.02251 -1.66196 0.180
S 1.78246 0.24516 0.74619 1.191
C -0.36418 -0.55618 -0.94814 0.060
H 0.80818 3.75877 0.00855 0.134
H -1.16728 -0.46125 -1.61868 0.165
C 0.93426 2.65136 0.16562 -0.130
H -0.76021 -2.72604 -0.93116 0.240
C 0.50498 -3.75021 0.85883 0.089
H -0.41450 -4.12782 0.66074 0.088
H 1.98484 2.38124 -0.34358 0.125
H 1.15071 -4.26108 0.22219 0.121
H -2.28998 1.25149 -0.56673 0.140
C 0.59621 -2.33719 0.48759 -0.322
C -0.06569 1.77481 -0.59200 -0.463
H -1.76101 2.89203 -0.28271 0.080
H 0.87796 -3.73766 1.85548 0.117
C -1.45885 1.91775 -0.09215 -0.023
H 0.76577 2.69493 1.27953 0.106
```

Computed properties:
- structure (SMILES) = CC1=[NH+]SN(C(C)C)C=[NH+]1
- ΔE to the lowest compared entry with this formula, charge and spin (kJ/mol) = 219.4
- 2S+1 = 1
- total charge = +2
- M (g mol⁻¹) = 159.26

Entry 2:
ORCA calculation (ωB97M-V/def2-TZVPD) on 2 unconnected molecules or ions with the total composition C6H13N4 in a non-equilibrium geometry.

Geometry as XYZ:
```
23
Properties=species:S:1:pos:R:3:lowdin_charge:R:1
H -2.41631 0.63988 1.41795 0.083
H -0.19301 -0.25086 2.69994 0.117
H -0.10523 -3.53878 -2.19799 0.136
N 0.34459 1.98413 -1.53813 -0.200
H -2.99639 -0.42861 0.07668 0.138
C -0.36681 -0.88878 -0.39422 0.045
H -2.59823 -1.07053 1.70856 0.093
N 0.12232 1.47831 -2.49932 0.208
C 1.50698 2.59105 0.26681 -0.167
H 1.10842 -0.00613 1.48403 0.097
C 0.05697 0.17722 1.72650 -0.043
C -0.82900 -0.34322 0.70902 -0.291
C 0.44365 -2.92750 -1.40567 -0.034
H 0.34147 -3.37685 -0.43756 0.097
N -0.02431 -1.59686 -1.35547 0.019
H 1.41155 2.86720 1.38320 0.114
H 1.95205 3.57427 -0.14487 0.116
H 1.53752 -2.89403 -1.66585 0.127
H 2.32637 1.86011 0.12947 0.090
C -2.29785 -0.32720 0.99983 0.000
N 0.39400 2.25496 -0.40475 -0.039
H 0.07008 1.29586 1.74849 0.084
H 0.21117 -1.07365 -2.30663 0.209
```

Computed properties:
- ΔE to the lowest compared entry with this formula, charge and spin (kJ/mol) = 480.7
- 2S+1 = 1
- total charge = +1
- M (g mol⁻¹) = 141.20

Entry 3:
ORCA calculation (ωB97M-V/def2-TZVPD) on a single C6H13N5 molecule in a non-equilibrium geometry.

Geometry as XYZ:
```
24
Properties=species:S:1:pos:R:3:lowdin_charge:R:1
H 3.13479 0.07731 -0.83681 0.037
C -0.22866 0.07431 -0.34011 -0.303
C -0.43048 1.49413 0.27758 -0.344
N -0.56989 1.54096 1.61138 0.096
N -1.23163 3.36638 0.69559 -0.070
H 0.70731 -2.51497 0.02012 0.077
H 1.24166 -0.30073 1.13382 0.166
H -2.52696 -1.61557 -1.06127 0.094
H 2.30019 1.61656 -0.47505 0.112
H -3.07143 -0.12577 -0.16594 0.053
N -1.13651 -0.75250 0.40575 -0.103
C 1.46647 -1.84842 -0.47091 -0.062
H -0.39556 0.10011 -1.42420 0.153
H 1.93092 0.76149 -1.85103 0.092
C 2.19974 0.51478 -0.80833 -0.075
N -1.02582 2.84572 1.81489 -0.006
N -0.80773 2.59635 -0.26161 0.050
C -2.49063 -0.98716 -0.12010 -0.094
H 2.49956 -2.01437 -0.16603 0.078
H 1.37253 -1.99806 -1.54616 0.085
H -0.40339 0.79123 2.30658 0.166
C 1.20278 -0.37397 -0.05722 -0.389
H -0.66331 -1.61455 0.76404 0.109
H -3.07398 -1.63324 0.55503 0.079
```

Computed properties:
- structure (SMILES) = CN[C@@H](c1nnn[nH]1)C(C)C
- ΔE to the lowest compared entry with this formula, charge and spin (kJ/mol) = 285.8
- 2S+1 = 1
- M (g mol⁻¹) = 155.20

Entry 4:
ORCA calculation (ωB97M-V/def2-TZVPD) on 2 unconnected molecules or ions with the total composition C6H13N5O2S in a non-equilibrium geometry.

Geometry as XYZ:
```
27
Properties=species:S:1:pos:R:3:lowdin_charge:R:1
H -2.24807 1.09680 -4.96796 0.123
N -0.96998 -0.10712 -1.59006 0.030
O -1.70252 -1.03554 1.68327 -0.079
H 0.12712 2.19931 1.59578 0.098
H -2.61225 0.56203 -3.08718 0.093
C 2.01901 1.75839 2.13910 -0.137
H 1.65022 -0.60751 1.18417 0.108
C -0.95949 -2.19701 1.87463 -0.120
N -0.28705 -0.42115 -0.50251 -0.015
C 1.01826 -0.44456 -0.78124 -0.612
H -0.42220 -2.60981 1.09285 0.042
H 2.33833 2.80215 2.23072 0.076
C -0.30311 0.12274 -2.61981 -0.698
N 0.59984 1.52896 2.15776 -0.135
N 0.11145 0.27720 2.11570 -0.023
H 2.39568 1.26308 3.12495 0.106
H -0.25186 -2.05350 2.66375 0.065
S 1.43871 0.16382 -2.42535 1.093
H 2.62570 1.29829 1.33915 0.047
C -2.08480 0.37845 -4.06697 -0.099
N 1.90482 -0.86130 0.16065 0.085
H -2.43404 -0.61850 -4.39122 0.087
C -0.95784 0.07065 1.56755 -0.344
H 2.87639 -0.85555 0.00693 0.069
O -0.69149 0.46438 -3.88109 -0.149
H -1.49758 0.94222 1.18128 0.147
H -1.68325 -3.11690 2.19516 0.142
```

Computed properties:
- structure (SMILES) = COc1nnc(N)s1.CN/N=C/OC
- 2S+1 = 1
- M (g mol⁻¹) = 219.27

Entry 5:
ORCA calculation (ωB97M-V/def2-TZVPD) on a single C6H13NO molecule in a non-equilibrium geometry.

Geometry as XYZ:
```
21
Properties=species:S:1:pos:R:3:lowdin_charge:R:1
C -0.32344 -0.36321 0.33605 -0.186
H 0.90121 1.46130 1.13594 0.030
C 0.55565 -0.97583 -0.74929 -0.199
H 2.15307 -2.11489 1.19053 0.132
H -2.84516 1.33310 -1.00219 0.051
C 0.83851 -2.37105 -0.21790 -0.287
H 1.52988 -0.47967 -1.00009 0.110
H 0.86421 3.13230 1.55472 0.080
H -2.27231 -0.32094 -1.36184 0.024
N -0.88390 2.05371 0.45004 -0.046
H 1.04300 2.56782 -0.20698 0.102
H -0.09198 -2.99912 -0.10825 0.130
H 1.54058 -2.94071 -0.84141 0.112
C -1.04945 0.82596 -0.13087 -0.420
C -2.15600 0.53020 -0.81929 0.038
C 0.52768 2.40677 0.80119 -0.091
O 1.15472 -2.34383 1.19892 -0.123
H -0.91940 -1.19399 0.60798 0.101
H -1.24496 2.88498 -0.12307 0.155
H 0.38468 -0.13786 1.20633 0.127
H 0.29340 -0.95501 -1.92050 0.160
```

Computed properties:
- structure (SMILES) = C=C(CCCO)NC
- ΔE to the lowest compared entry with this formula, charge and spin (kJ/mol) = 366.1
- 2S+1 = 1
- M (g mol⁻¹) = 115.18

Entry 6:
ORCA calculation (ωB97M-V/def2-TZVPD) on a single C6H13NO molecule in a non-equilibrium geometry.

Geometry as XYZ:
```
21
Properties=species:S:1:pos:R:3:lowdin_charge:R:1
H -1.60907 -0.85847 1.53482 0.068
N 0.73021 -0.33771 0.49374 0.045
H -3.26570 -0.00070 -1.70426 0.076
H -1.20181 -1.33425 -1.18052 0.143
C -2.27924 0.43089 -1.60872 -0.076
H 1.54628 0.75129 2.09517 0.117
C -0.07975 0.26526 -0.42709 -0.465
H -2.86697 0.10896 0.90839 0.085
C -1.43250 -0.40514 -0.64688 -0.341
H -2.85014 -1.59642 0.57232 0.083
C 3.04047 -0.59934 1.30375 -0.092
H -2.39499 1.45817 -1.24397 0.086
H 2.07960 1.17818 0.53525 0.112
C 1.85008 0.30989 1.14495 -0.243
C -2.20016 -0.71364 0.61971 -0.077
O 0.25098 1.27629 -1.01245 0.066
H 0.35164 -1.13615 0.97559 0.121
H -1.76873 0.59495 -2.55711 0.080
H 2.71890 -1.60467 1.61516 0.071
H 3.63200 -0.28993 2.16454 0.070
H 3.66223 -0.78406 0.43817 0.071
```

Computed properties:
- structure (SMILES) = CCNC(=O)C(C)C
- ΔE to the lowest compared entry with this formula, charge and spin (kJ/mol) = 33.0
- 2S+1 = 1
- M (g mol⁻¹) = 115.18

For the records above, the corresponding Kohn-Sham gap values read 8.38; 9.36; 10.06; 8.16; 8.52; 10.35 eV.